Computed, not measured: a cluster of 2 separate species, C7H13NO in total at a distorted geometry, with ωB97M-V/def2-TZVPD.

Last column: Löwdin charge in e.
CARTESIAN COORDINATES (ANGSTROEM)
O: -0.2883 1.2851 -1.0138  0.00
N: 2.5902 1.2488 -1.1825  0.10
C: 0.0518 0.1585 -0.6461  -0.48
C: 2.1258 -0.2244 0.8266  0.16
C: 0.1984 -0.9896 -1.6339  -0.03
C: -2.1957 -0.7664 0.2330  -0.10
C: -0.8111 -0.3875 0.7687  -0.33
C: 2.0968 0.4504 -0.2113  -0.30
C: -0.9471 0.7708 1.7480  -0.09
H: -1.7093 0.5556 2.4992  0.07
H: 1.8410 1.7419 -1.6591  0.09
H: 0.6618 -0.6324 -2.5530  0.09
H: 2.2337 -0.6812 1.7740  0.05
H: -2.1762 -1.6638 -0.3828  0.06
H: -1.2616 1.6673 1.2134  0.08
H: 3.3500 1.8579 -0.9147  0.11
H: -2.8806 -0.9537 1.0616  0.08
H: -2.6070 0.0478 -0.3638  0.09
H: -0.3705 -1.2728 1.2318  0.11
H: -0.7467 -1.4651 -1.8754  0.07
H: 0.8691 -1.7339 -1.2052  0.08
H: -0.0248 0.9866 2.2852  0.06

Properties
* SMILES string: CC(=O)C(C)C.C#CN
* spin multiplicity: 1
* gap between HOMO and LUMO: 9.2 eV
* charge: 0
* E_LUMO: 0.36 eV
* E_tot: -404.38229 hartree
* ΔE to the lowest compared entry with this formula, charge and spin: 91.1 kcal/mol